15
Properties=species:S:1:pos:R:3 method="wB97M-V/def2-TZVPD" homo_energy_ev=-9.04 lumo_energy_ev=0.8 gap_ev=9.844 de_lowest_kcal_mol=67.26
O 1.63561 0.92191 -1.30840
O -0.42650 0.86515 1.32994
C 0.97286 -0.93773 0.39778
C 0.81938 0.35077 -0.34630
C -1.79331 -0.28187 -0.30791
C 0.89159 0.40446 1.13295
C -0.68888 0.75290 -0.09281
H -1.33306 -1.27096 -0.41481
H 1.99152 0.24192 -1.89482
H -2.41979 -0.36986 0.58828
H -0.89119 1.73463 -0.53508
H 1.90787 -1.48330 0.47061
H -2.42863 -0.08142 -1.17388
H 0.11563 -1.60472 0.32798
H 1.64690 0.75813 1.82648